1.
C27H23N3O5PPdS3 | ωB97M-V/def2-TZVPD

Geometry as ORCA input:
```
! wB97M-V def2-TZVPD RIJCOSX def2/J DEFGRID3
* xyz -1 3
Pd 0.165 1.624 -1.184
O -2.023 -0.024 0.160
S -2.666 -0.032 -1.163
O -4.108 -0.087 -1.095
O -2.121 0.969 -2.077
C -2.108 -1.595 -1.824
C -3.049 -2.487 -2.313
C -2.648 -3.721 -2.803
C -1.302 -4.051 -2.813
C -0.363 -3.148 -2.334
C -0.745 -1.913 -1.816
P 0.524 -0.719 -1.194
C 1.915 -1.136 -2.312
C 1.890 -0.519 -3.562
C 2.887 -0.770 -4.490
C 3.935 -1.624 -4.173
C 3.982 -2.222 -2.923
C 2.975 -1.980 -1.997
C 0.995 -1.410 0.435
C 1.247 -0.468 1.436
C 1.600 -0.877 2.716
C 1.693 -2.229 3.017
C 1.433 -3.171 2.031
C 1.086 -2.764 0.751
H -4.090 -2.194 -2.295
H -3.383 -4.421 -3.180
H -0.977 -5.007 -3.204
H 0.688 -3.401 -2.399
H 1.088 0.175 -3.794
H 2.856 -0.283 -5.456
H 4.722 -1.810 -4.893
H 4.807 -2.873 -2.661
H 3.033 -2.436 -1.016
H 1.158 0.591 1.211
H 1.816 -0.132 3.474
H 1.970 -2.549 4.014
H 1.499 -4.228 2.259
H 0.863 -3.517 0.005
S 2.491 2.179 -0.825
C 2.349 3.850 -0.638
C 3.495 4.531 -0.102
N 4.435 5.048 0.315
C 1.231 4.601 -1.022
S -0.171 3.962 -1.696
C 1.300 6.034 -0.906
N 1.340 7.182 -0.847
O -0.671 4.325 2.564
C -0.645 3.124 2.305
O -0.051 2.482 1.402
C -1.468 2.240 3.283
N -1.588 0.845 2.736
C -2.921 0.273 3.120
C -3.579 1.361 3.973
C -2.920 2.646 3.471
H -0.953 2.179 4.244
H -0.803 0.259 3.009
H -1.511 0.910 1.700
H -2.784 -0.673 3.638
H -3.461 0.092 2.193
H -3.344 1.209 5.029
H -4.662 1.352 3.861
H -3.014 3.488 4.151
H -3.337 2.942 2.506
*
```

The LUMO energy (spin up / spin down) is 0.0797 / 0.0335 Ha. The calculation puts the frontier orbital gap (spin up / spin down) at 6.41 / 6.49 eV. The value obtained for the energy relative to the best compared isomer or geometry (same formula, charge and spin) is 52.9 kJ/mol. The HOMO energy (spin up / spin down) is -4.236 / -5.578 eV. Its expectation value of S² is 2.030.


2.
C27H23N4O4ReS | ωB97M-V/def2-TZVPD

Geometry as ORCA input:
```
! wB97M-V def2-TZVPD RIJCOSX def2/J DEFGRID3
* xyz 1 2
Re -0.264 0.288 0.554
O 1.171 -0.143 -0.794
C 1.945 0.715 -1.441
C 2.502 0.310 -2.660
C 3.314 1.158 -3.386
C 3.620 2.437 -2.915
C 3.121 2.829 -1.693
C 2.275 1.996 -0.945
C 1.887 2.443 0.372
N 0.986 1.909 1.112
C 0.812 2.390 2.486
C 0.690 1.142 3.345
N -0.373 0.355 2.717
C -1.357 -0.061 3.436
C -2.599 -0.477 2.871
C -3.528 -1.264 3.570
C -4.778 -1.479 3.047
C -5.132 -0.852 1.845
C -4.254 -0.036 1.167
C -2.957 0.147 1.658
O -2.112 0.951 1.032
H 2.270 -0.687 -3.014
H 3.728 0.818 -4.327
H 4.265 3.093 -3.481
H 3.382 3.801 -1.290
H 2.449 3.285 0.778
H -0.126 2.948 2.534
H 1.635 3.035 2.793
H 0.445 1.379 4.380
H 1.633 0.592 3.329
H -1.264 -0.011 4.521
H -3.244 -1.706 4.518
H -5.488 -2.111 3.560
H -6.124 -1.009 1.440
H -4.528 0.454 0.243
O -1.987 -3.415 0.153
C -1.239 -2.479 0.285
O -1.381 -1.283 -0.216
C 0.060 -2.626 1.052
C 0.565 -3.862 1.408
C 1.830 -3.929 1.961
C 2.553 -2.753 2.126
C 1.976 -1.556 1.758
N 0.735 -1.493 1.258
H -0.045 -4.734 1.218
H 2.262 -4.881 2.238
H 3.556 -2.758 2.527
H 2.516 -0.624 1.846
S -1.081 1.788 -1.324
C -0.693 1.062 -2.827
N -0.303 1.895 -3.822
C -0.048 1.510 -5.093
C -0.166 0.199 -5.436
C -0.561 -0.712 -4.442
C -0.819 -0.296 -3.161
H -0.183 2.867 -3.566
H 0.249 2.292 -5.776
H 0.033 -0.116 -6.449
H -0.680 -1.758 -4.693
H -1.148 -0.976 -2.388
*
```

The LUMO energy (spin up / spin down) is -0.1045 / -0.1311 Ha. The calculation puts the frontier orbital gap (spin up / spin down) at 7.39 / 6.62 eV. The value obtained for the energy relative to the best compared isomer or geometry (same formula, charge and spin) is 0.0 kJ/mol. The HOMO energy (spin up / spin down) is -10.230 / -10.192 eV. Its expectation value of S² is 0.756.


3.
C27H24Br4F3O2RbSb2 | ωB97M-V/def2-TZVPD

Geometry as ORCA input:
```
! wB97M-V def2-TZVPD RIJCOSX def2/J DEFGRID3
* xyz -2 1
Rb -1.196 1.729 -1.454
C -4.306 -0.696 2.494
Sb -2.558 0.085 1.461
C -1.557 -1.812 1.608
C -1.764 1.022 3.324
C -0.853 0.170 4.127
C -1.399 -0.753 5.024
C -0.613 -1.638 5.744
C 0.765 -1.609 5.583
C 1.326 -0.682 4.719
C 0.550 0.220 3.988
C 1.229 1.199 3.085
Sb 1.160 0.626 0.980
C 2.372 -1.128 1.305
C 2.773 1.929 0.421
H -4.006 -1.340 3.322
H -4.910 -1.277 1.796
H -4.909 0.130 2.873
H -1.177 -1.994 2.615
H -0.761 -1.858 0.868
H -2.291 -2.574 1.347
H -2.666 1.259 3.893
H -1.312 1.962 3.015
H -2.477 -0.779 5.143
H -1.073 -2.346 6.423
H 1.399 -2.295 6.131
H 2.405 -0.647 4.604
H 2.282 1.296 3.352
H 0.778 2.191 3.137
H 3.317 -0.870 1.784
H 2.574 -1.620 0.354
H 1.821 -1.820 1.944
H 3.642 1.794 1.065
H 2.415 2.957 0.473
H 3.044 1.736 -0.617
Br -2.336 8.541 -3.626
C -1.408 6.950 -3.134
C -0.206 6.631 -3.727
Br 0.564 7.771 -5.045
C 0.443 5.438 -3.351
Br 2.120 4.953 -4.128
C -0.057 4.528 -2.407
O 0.541 3.439 -2.086
C -1.343 4.878 -1.761
O -1.844 4.097 -0.880
C -1.947 6.078 -2.168
Br -3.602 6.489 -1.306
F 3.812 -5.062 -4.987
C 2.513 -5.383 -5.133
F 2.273 -5.398 -6.468
F 2.397 -6.680 -4.743
C 1.593 -4.480 -4.395
C 0.219 -4.681 -4.502
C -0.659 -3.868 -3.818
C -0.199 -2.822 -2.996
C 1.192 -2.635 -2.913
C 2.073 -3.449 -3.598
C -1.092 -1.988 -2.274
C -1.899 -1.300 -1.638
H -0.152 -5.483 -5.130
H -1.726 -4.024 -3.903
H 1.565 -1.826 -2.300
H 3.140 -3.282 -3.518
*
```

The LUMO energy is 0.1399 Ha. The calculation puts the frontier orbital gap at 4.75 eV. The HOMO energy is -0.943 eV.


4.
C27H24BrF6IN7O9S4Yb | ωB97M-V/def2-TZVPD

Geometry as ORCA input:
```
! wB97M-V def2-TZVPD RIJCOSX def2/J DEFGRID3
* xyz 0 2
Yb -0.756 -0.568 -0.926
F 0.030 1.904 -4.990
C -0.862 0.973 -5.318
F -2.016 1.543 -5.619
F -0.416 0.271 -6.340
S -1.036 -0.116 -3.862
O -1.434 0.744 -2.733
O 0.276 -0.700 -3.653
N -2.121 -1.151 -4.318
S -2.038 -2.514 -3.491
O -1.428 -3.609 -4.166
O -1.541 -2.232 -2.118
C -3.817 -2.931 -3.279
F -4.440 -2.027 -2.561
F -3.859 -4.109 -2.670
F -4.364 -3.015 -4.484
O -5.208 -3.445 2.404
C -4.388 -2.750 1.883
C -2.860 -2.802 2.089
O -2.253 -3.387 2.955
C -2.321 -1.966 1.017
C -3.299 -1.292 0.333
O -2.980 -0.432 -0.603
C -4.643 -1.669 0.804
O -5.715 -1.252 0.451
O -1.054 -1.799 0.708
C 0.360 -4.221 -0.661
C 1.375 -3.258 -1.187
N 1.272 -1.949 -1.175
C 2.382 -1.347 -1.738
C 3.337 -2.205 -2.159
S 2.843 -3.807 -1.856
C 2.415 0.119 -1.888
C 3.438 0.813 -2.431
S 3.001 2.448 -2.587
C 1.472 2.130 -1.903
N 1.301 0.881 -1.546
C 0.475 3.240 -1.801
H -0.159 -3.780 0.186
H 0.836 -5.153 -0.361
H -0.376 -4.447 -1.434
H 4.280 -1.982 -2.632
H 4.393 0.442 -2.767
H 0.714 4.027 -2.515
H 0.483 3.677 -0.805
H -0.526 2.870 -2.009
Br -3.853 4.732 0.142
C -2.127 4.730 0.924
C -1.622 5.962 1.326
C -0.369 6.047 1.910
C 0.381 4.898 2.106
C -0.125 3.672 1.701
C -1.374 3.573 1.101
I -2.100 1.758 0.429
H -2.222 6.850 1.179
H 0.017 7.012 2.213
H 1.357 4.949 2.573
H 0.467 2.786 1.851
C 0.331 0.134 2.794
N 1.087 0.142 4.045
C 2.245 1.022 3.879
N 3.120 0.595 2.778
C 2.329 0.566 1.547
N 1.144 -0.307 1.640
C 1.637 -1.670 1.970
N 2.426 -1.698 3.202
C 1.572 -1.220 4.296
C 3.555 -0.779 3.061
H -0.046 1.134 2.609
H -0.518 -0.545 2.885
H 2.823 1.029 4.804
H 1.895 2.038 3.682
H 2.963 0.204 0.735
H 2.011 1.579 1.302
H 2.262 -2.019 1.147
H 0.774 -2.324 2.074
H 2.142 -1.229 5.227
H 0.717 -1.888 4.394
H 4.195 -1.122 2.246
H 4.134 -0.780 3.986
*
```

The LUMO energy (spin up / spin down) is -0.0137 / -0.0137 Ha. The calculation puts the frontier orbital gap (spin up / spin down) at 7.53 / 7.53 eV. The value obtained for the energy relative to the best compared isomer or geometry (same formula, charge and spin) is 74.0 kJ/mol. The HOMO energy (spin up / spin down) is -7.908 / -7.907 eV. Its expectation value of S² is 0.751.


5.
C27H24BrFN6O3RuS | ωB97M-V/def2-TZVPD

Geometry as ORCA input:
```
! wB97M-V def2-TZVPD RIJCOSX def2/J DEFGRID3
* xyz 1 6
Ru 1.033 1.546 0.095
C 3.008 4.253 -3.005
C 2.730 3.349 -1.852
N 1.617 3.386 -1.203
N 0.752 4.371 -1.568
C -0.354 4.375 -0.873
N -1.215 5.383 -1.100
S -0.839 3.197 0.308
C 3.753 2.427 -1.314
C 5.072 2.432 -1.743
C 5.981 1.585 -1.126
C 5.549 0.751 -0.112
C 4.212 0.792 0.249
N 3.345 1.619 -0.325
H 2.118 4.323 -3.626
H 3.843 3.902 -3.603
H 3.222 5.265 -2.652
H -0.997 6.055 -1.816
H -2.121 5.384 -0.672
H 5.390 3.091 -2.535
H 7.016 1.580 -1.441
H 6.221 0.069 0.387
H 3.815 0.124 1.001
C -2.259 -5.430 -1.426
C -2.482 -4.761 -0.075
C -3.919 -4.838 0.419
C -4.847 -4.075 -0.514
C -4.340 -2.677 -0.744
C -5.195 -1.667 -1.122
C -4.721 -0.370 -1.316
F -5.602 0.573 -1.678
C -3.410 -0.039 -1.135
C -2.519 -1.049 -0.747
C -1.118 -0.713 -0.532
O -0.744 0.476 -0.747
C -0.282 -1.756 -0.069
C -0.807 -3.016 0.099
N -2.071 -3.338 -0.149
C -2.977 -2.360 -0.556
C 1.150 -1.540 0.287
O 1.742 -2.342 0.994
O 1.694 -0.452 -0.181
H -2.593 -6.467 -1.388
H -1.201 -5.421 -1.690
H -2.806 -4.919 -2.218
H -1.824 -5.215 0.666
H -3.972 -4.417 1.426
H -4.212 -5.885 0.487
H -5.855 -4.031 -0.100
H -4.930 -4.596 -1.471
H -6.250 -1.865 -1.262
H -3.050 0.970 -1.275
H -0.159 -3.813 0.442
Br 2.048 1.398 6.931
C 1.696 1.422 5.092
C 1.241 2.581 4.484
C 0.994 2.554 3.127
N 1.179 1.458 2.377
C 1.628 0.342 2.976
C 1.892 0.280 4.329
H 1.076 3.485 5.050
H 0.621 3.427 2.608
H 1.787 -0.530 2.355
H 2.246 -0.639 4.771
*
```

The LUMO energy (spin up / spin down) is -0.1042 / -0.1558 Ha. The calculation puts the frontier orbital gap (spin up / spin down) at 7.86 / 6.50 eV. The HOMO energy (spin up / spin down) is -10.701 / -10.743 eV. Its expectation value of S² is 8.761.


6.
C27H24Cl2I2MgN4O2S2 | ωB97M-V/def2-TZVPD

Geometry as ORCA input:
```
! wB97M-V def2-TZVPD RIJCOSX def2/J DEFGRID3
* xyz 0 1
Mg 0.005 0.927 -0.976
C 0.084 2.841 -3.597
O -0.599 1.912 -2.789
C -1.670 1.264 -3.332
C -2.044 1.301 -4.664
C -3.179 0.617 -5.076
C -3.952 -0.092 -4.170
C -3.580 -0.151 -2.841
C -2.429 0.510 -2.414
N -1.917 0.515 -1.145
N -2.607 0.067 -0.168
C -2.143 0.243 1.075
C -1.122 1.193 1.406
O -0.497 1.881 0.529
C -0.849 1.419 2.791
C -1.479 0.736 3.775
C -2.488 -0.218 3.479
C -3.149 -0.920 4.499
C -4.131 -1.831 4.203
C -4.475 -2.064 2.869
C -3.832 -1.401 1.852
C -2.831 -0.459 2.129
H -0.611 3.542 -4.072
H 0.678 2.333 -4.364
H 0.757 3.386 -2.936
H -1.460 1.849 -5.384
H -3.445 0.630 -6.121
H -4.850 -0.591 -4.504
H -4.146 -0.724 -2.122
H -0.077 2.140 3.018
H -1.219 0.911 4.811
H -2.874 -0.725 5.527
H -4.647 -2.357 4.994
H -5.255 -2.775 2.642
H -4.084 -1.596 0.822
Cl 2.264 1.065 1.002
C 1.725 -0.231 2.004
C 2.053 -0.219 3.348
C 1.622 -1.244 4.171
C 0.841 -2.265 3.652
C 0.513 -2.259 2.311
Cl -0.464 -3.532 1.679
C 0.953 -1.252 1.436
S 0.601 -1.363 -0.250
H 2.661 0.582 3.743
H 1.878 -1.237 5.218
H 0.491 -3.068 4.280
I 0.402 -1.457 -3.714
I -1.556 -3.271 -4.156
C 4.695 2.319 -1.312
N 4.504 0.903 -1.241
C 5.253 0.103 -0.291
C 4.572 -1.275 -0.372
N 3.512 -1.061 -1.341
C 3.476 0.213 -1.750
S 2.360 0.830 -2.833
H 4.558 2.761 -0.322
H 3.956 2.737 -1.994
H 5.701 2.547 -1.667
H 5.184 0.545 0.709
H 6.305 0.063 -0.586
H 4.166 -1.601 0.591
H 5.246 -2.046 -0.756
H 2.646 -1.600 -1.307
*
```

The LUMO energy is -0.0315 Ha. The calculation puts the frontier orbital gap at 6.35 eV. The value obtained for the energy relative to the best compared isomer or geometry (same formula, charge and spin) is 109.8 kJ/mol. The HOMO energy is -7.212 eV.


7.
C27H24F10N5O3OsS | ωB97M-V/def2-TZVPD

Geometry as ORCA input:
```
! wB97M-V def2-TZVPD RIJCOSX def2/J DEFGRID3
* xyz 0 2
Os -0.695 0.097 0.087
C 2.764 -1.108 -0.101
N 1.943 0.083 0.040
C 2.110 0.962 -1.114
C 1.374 0.423 -2.350
N 0.046 -0.026 -2.007
C -0.882 -0.255 -2.935
C -2.016 -1.054 -2.593
F -2.038 -1.642 -1.369
C -3.085 -1.278 -3.430
F -4.122 -2.025 -3.022
C -3.100 -0.736 -4.714
F -4.150 -0.924 -5.529
C -1.985 -0.019 -5.134
F -1.940 0.454 -6.388
C -0.920 0.216 -4.281
F 0.095 0.956 -4.782
C 2.183 0.724 1.331
C 1.404 0.008 2.442
N -0.009 0.153 2.162
C -0.904 -0.007 3.152
C -2.138 0.693 3.096
F -2.318 1.544 2.067
C -3.145 0.558 4.025
F -4.268 1.273 3.899
C -2.987 -0.306 5.107
F -3.974 -0.480 5.999
C -1.779 -0.982 5.238
F -1.587 -1.796 6.285
C -0.767 -0.824 4.304
F 0.368 -1.543 4.478
H 3.835 -0.857 -0.115
H 2.516 -1.614 -1.028
H 2.580 -1.788 0.727
H 3.173 1.090 -1.364
H 1.693 1.939 -0.861
H 1.918 -0.428 -2.781
H 1.378 1.228 -3.091
H 1.816 1.752 1.284
H 3.254 0.736 1.577
H 1.648 0.480 3.403
H 1.712 -1.044 2.503
O -2.902 0.554 -0.412
N -3.318 1.709 -0.842
C -4.585 1.783 -1.294
C -5.102 2.935 -1.824
C -4.289 4.067 -1.896
C -3.005 3.989 -1.421
C -2.500 2.797 -0.887
S -0.870 2.723 -0.379
H -5.144 0.863 -1.218
H -6.116 2.952 -2.186
H -4.663 4.980 -2.330
H -2.322 4.822 -1.461
O 0.303 -2.932 -2.132
C 0.382 -3.274 -0.986
O 0.082 -2.495 0.054
C 0.823 -4.678 -0.555
N 0.982 -4.687 0.902
C 0.017 -5.636 1.473
C -1.099 -5.688 0.433
C -0.308 -5.668 -0.873
H 1.736 -4.935 -1.094
H 0.286 -3.041 0.863
H 1.929 -4.903 1.191
H -0.307 -5.279 2.452
H 0.459 -6.633 1.604
H -1.740 -4.808 0.505
H -1.714 -6.579 0.532
H -0.899 -5.341 -1.726
H 0.108 -6.656 -1.074
*
```

The LUMO energy (spin up / spin down) is -0.0238 / -0.0221 Ha. The calculation puts the frontier orbital gap (spin up / spin down) at 6.31 / 6.28 eV. The value obtained for the energy relative to the best compared isomer or geometry (same formula, charge and spin) is 433.4 kJ/mol. The HOMO energy (spin up / spin down) is -6.959 / -6.883 eV. Its expectation value of S² is 0.778.


Number 1: energy -3247.082478 Eh. Number 2: energy -2039.039482 Eh. Number 3: energy -12293.961487 Eh. Number 4: energy -8326.221703 Eh. Number 5: energy -4764.334613 Eh. Number 6: energy -3925.175967 Eh. Number 7: energy -3030.075859 Eh.